Here is C34H55ClN3OP2Pb as an isolated structure at a distorted geometry from OMol25. Energies are from ωB97M-V/def2-TZVPD.

Element x y z (Å)
Pb (-0.101, 0.233, 0.290)
Cl (-0.943, -0.328, 6.283)
P (-2.572, -0.912, -0.437)
P (2.711, 0.036, -0.043)
O (-0.274, 3.774, 2.148)
N (-0.055, -1.401, 2.576)
N (-0.362, 1.340, -2.042)
N (0.356, -1.832, -1.101)
C (-0.491, -0.712, 3.655)
C (-3.290, -2.331, 0.599)
C (-3.391, 1.737, -0.212)
C (-0.228, 4.174, -3.946)
C (-0.398, 1.875, -3.082)
C (3.059, -0.093, 2.729)
C (-0.309, 2.700, 1.764)
C (-3.829, 0.449, -0.946)
C (3.446, 0.864, -1.613)
C (4.974, 0.731, -1.638)
C (0.730, 2.242, -5.247)
C (2.877, 0.157, -2.852)
C (-0.596, -2.455, -1.809)
C (-1.983, -1.801, -1.938)
C (4.103, 1.871, 1.575)
C (0.660, -3.183, 4.022)
C (-5.270, 0.105, -0.552)
C (-0.359, -3.650, -2.484)
C (2.670, -1.693, -0.334)
C (1.614, -2.395, -0.985)
C (0.874, -4.286, -2.320)
C (5.120, -0.449, 1.405)
C (-3.784, 0.676, -2.464)
C (0.529, -2.600, 2.757)
C (0.196, -2.496, 5.144)
C (-3.609, -1.755, 1.990)
C (-4.532, -2.952, -0.058)
C (-1.750, 2.517, -5.054)
C (-0.393, -1.246, 4.950)
C (3.009, 2.341, -1.611)
C (3.820, 0.359, 1.473)
C (1.849, -3.675, -1.556)
C (-0.410, 2.702, -4.334)
C (-2.230, -3.436, 0.748)
H (0.920, -3.105, 1.862)
H (0.748, 2.830, -6.174)
H (-2.781, 0.963, -2.805)
H (-2.415, 2.098, -0.571)
H (1.049, -5.254, -2.781)
H (3.568, -2.279, -0.129)
H (1.916, 2.434, -1.652)
H (-4.027, -2.557, 2.617)
H (-2.577, -4.153, 1.509)
H (-3.335, 1.586, 0.877)
H (2.833, -4.112, -1.405)
H (5.697, -0.232, 2.317)
H (0.290, -2.887, 6.152)
H (-2.582, 2.851, -4.420)
H (5.473, 1.294, -0.839)
H (-1.776, 3.105, -5.981)
H (5.335, 1.146, -2.592)
H (1.782, 0.199, -2.879)
H (1.705, 2.365, -4.752)
H (-4.746, -3.905, 0.448)
H (-1.158, -4.065, -3.094)
H (-2.697, -1.387, 2.479)
H (0.600, 1.186, -5.518)
H (-0.899, 0.286, 3.498)
H (5.752, -0.190, 0.551)
H (-4.132, 2.526, -0.407)
H (3.674, 0.120, 3.616)
H (-1.035, 4.495, -3.274)
H (3.173, 2.455, 1.548)
H (-5.425, -2.327, 0.055)
H (2.862, -1.172, 2.714)
H (-5.388, -0.068, 0.525)
H (4.922, -1.527, 1.384)
H (-4.125, -0.209, -3.022)
H (-4.339, -0.935, 1.958)
H (4.778, 2.231, 0.786)
H (3.199, -0.893, -2.894)
H (0.735, 4.327, -3.441)
H (-4.465, 1.506, -2.713)
H (3.427, 2.833, -2.502)
H (-4.378, -3.178, -1.121)
H (4.592, 2.072, 2.539)
H (-2.719, -2.579, -2.198)
H (3.372, 2.884, -0.727)
H (-1.906, 1.462, -5.316)
H (-0.249, 4.822, -4.832)
H (3.259, 0.663, -3.753)
H (-5.907, 0.966, -0.808)
H (-1.968, -1.085, -2.776)
H (5.288, -0.320, -1.599)
H (-5.653, -0.754, -1.119)
H (2.104, 0.433, 2.853)
H (-1.270, -3.035, 1.096)
H (1.135, -4.158, 4.096)
H (-2.074, -3.993, -0.186)

Cartesian forces (eV/Å) of the 2 atoms listed first:
0.630 -0.956 0.127
-0.164 0.212 0.280

Properties
Energy above the lowest of the compared OMol25 structures with the same formula, charge and spin, eV: 0.000
Lowest unoccupied orbital energy, eV: -2.3
Gap between HOMO and LUMO, eV: 6.18
M, g/mol: 826.4
HOMO, eV: -8.50
Total charge: +1

Löwdin charges, unit e, in atom order: Pb 1.032; Cl 0.724; P 0.996; P 0.931; O 0.083; N -0.034; N 0.119; N -0.011; C -0.192; C -0.676; C -0.125; C -0.033; C -0.094; C -0.111; C -0.081; C -0.666; C -0.671; C -0.097; C -0.037; C -0.099; C -0.367; C -0.280; C -0.095; C -0.026; C -0.096; C -0.070; C -0.321; C -0.389; C -0.062; C -0.090; C -0.104; C -0.149; C -0.062; C -0.084; C -0.087; C -0.045; C -0.661; C -0.106; C -0.679; C -0.042; C -0.578; C -0.081; H 0.118; H 0.102; H 0.032; H 0.035; H 0.111; H 0.054; H 0.040; H 0.098; H 0.101; H 0.078; H 0.111; H 0.093; H 0.117; H 0.087; H 0.061; H 0.102; H 0.090; H 0.048; H 0.079; H 0.094; H 0.108; H 0.051; H 0.100; H 0.095; H 0.059; H 0.094; H 0.095; H 0.096; H 0.073; H 0.061; H 0.069; H 0.070; H 0.075; H 0.094; H 0.066; H 0.066; H 0.085; H 0.091; H 0.097; H 0.087; H 0.078; H 0.092; H 0.080; H 0.061; H 0.096; H 0.103; H 0.085; H 0.095; H 0.075; H 0.088; H 0.079; H 0.057; H 0.041; H 0.117; H 0.086